C5H10NO | ωB97M-V/def2-TZVPD

Values from the calculation:
SMILES = [NH3+]/C=C/CCC=O
charge = +1
gap between HOMO and LUMO = 8.918 eV
molecular weight = 100.1 g/mol
ΔE to the lowest compared entry with this formula, charge and spin = 59.5 kcal per mole

CARTESIAN COORDINATES (ANGSTROEM)
O 3.072266 2.088179 1.120520
C 1.898225 2.092645 0.882906
C 0.964154 1.017559 1.474341
C 0.816610 -0.241740 0.624596
C -0.563595 -0.617896 0.073749
C -0.677152 -1.011719 -1.178932
N -2.067760 -1.303917 -1.712152
H 1.342379 2.914065 0.393986
H 1.363273 0.670769 2.436483
H 0.062548 1.422267 1.950707
H 1.403839 -0.012404 -0.278027
H 1.184399 -1.148723 1.107999
H -1.438951 -0.385560 0.671825
H 0.036083 -1.317619 -1.919073
H -2.069669 -1.299889 -2.732864
H -2.813326 -0.660257 -1.424061
H -2.513315 -2.205761 -1.491998

Cartesian forces (eV/Å) of the 2 atoms listed first:
-0.2113 0.1279 -0.6325
-0.8562 -0.3344 1.4956

---

C3H9N3O2 | ωB97M-V/def2-TZVPD

Values from the calculation:
charge = 0
gap between HOMO and LUMO (alpha / beta) = 8.820 / 7.046 eV
molecular weight = 119.1 g/mol
ΔE to the lowest compared entry with this formula, charge and spin = 189.1 kcal per mole

CARTESIAN COORDINATES (ANGSTROEM)
C -0.466849 0.265647 1.270422
C 2.049039 0.331159 1.339629
C 0.814122 0.406034 0.478357
N 0.881493 0.588903 -0.713525
N -0.470548 -1.883426 -1.393780
N -1.683960 0.901157 -1.974646
O -1.519715 -1.786798 -1.951860
O -0.182113 -2.046015 -0.241806
H -1.262821 0.157633 0.667639
H -0.275083 -0.674900 1.860425
H -0.627307 1.190503 1.885447
H 2.005754 0.969652 2.323599
H 2.878932 0.810083 0.781671
H 2.205099 -0.764684 1.551853
H -1.468928 0.460931 -2.880846
H -0.678169 1.006712 -1.450990
H -2.198946 0.067406 -1.551588

Cartesian forces (eV/Å) of the 2 atoms listed first:
2.6892 0.1067 2.5075
1.1749 0.8066 1.1422